(1)
C11H10F7N2O2S | ωB97M-V/def2-TZVPD

The calculation puts the strongest force on any atom at 0.9 eV/Å. The total charge is -1. For the highest occupied orbital energy, the calculation gives -3.16 eV.

Each line ends with the Mulliken charge.
Element x y z (Å)
C  0.067  -2.638  1.294  -1.354
C  -0.019  -2.405  -0.184  1.057
C  0.938  -3.167  -1.050  -1.255
N  -0.833  -1.645  -0.802  -0.827
N  -1.765  -0.967  0.093  0.491
C  -1.771  0.465  -0.323  0.757
F  -1.771  0.555  -1.670  -0.305
F  -2.919  1.040  0.106  -0.336
C  -0.534  1.121  0.244  0.187
C  -0.146  0.829  1.546  -0.519
C  0.988  1.413  2.074  -0.873
C  1.744  2.279  1.299  -0.607
C  1.354  2.571  0.004  -0.257
C  2.180  3.490  -0.873  0.927
F  2.733  4.498  -0.135  -0.298
F  3.198  2.785  -1.411  -0.226
F  1.445  4.018  -1.834  -0.176
C  0.207  2.001  -0.528  -0.321
S  -3.287  -1.673  -0.064  1.141
O  -4.037  -1.362  1.100  -0.600
O  -3.879  -1.533  -1.343  -0.572
F  -2.811  -3.157  0.064  -0.232
H  -0.872  -2.501  1.819  0.334
H  0.857  -2.010  1.711  0.294
H  0.391  -3.670  1.455  0.421
H  1.028  -2.697  -2.027  0.407
H  0.560  -4.184  -1.174  0.272
H  1.926  -3.209  -0.590  0.365
H  -0.722  0.136  2.145  0.585
H  1.296  1.191  3.088  0.409
H  2.643  2.731  1.697  0.427
H  -0.061  2.264  -1.544  0.666
F  1.871  3.431  -4.188  -0.981

(2)
C11H10N2 | ωB97M-V/def2-TZVPD

The calculation puts the strongest force on any atom at 3.7 eV/Å. Its SMILES is Cc1nnc2cccc3c2c1CC3. For the highest occupied orbital energy, the calculation gives -8.48 eV.

Each line ends with the Mulliken charge.
Element x y z (Å)
C  3.318  0.441  -0.069  -1.017
C  1.841  0.621  0.449  0.378
N  1.580  1.721  1.236  -0.551
N  0.283  2.174  1.346  -0.556
C  -0.795  1.430  0.869  0.087
C  -2.159  1.741  1.025  -0.534
C  -3.081  0.832  0.430  -0.420
C  -2.723  -0.468  -0.107  -0.665
C  -1.384  -0.713  -0.297  0.090
C  -0.454  0.219  0.229  0.691
C  0.831  -0.123  -0.039  0.639
C  0.944  -1.462  -0.785  -0.973
C  -0.528  -1.837  -0.914  -0.615
H  3.790  -0.368  0.550  0.277
H  3.876  1.382  -0.117  0.372
H  3.231  0.200  -1.169  0.298
H  -2.368  2.728  1.520  0.367
H  -4.090  1.080  0.442  0.436
H  -3.520  -1.146  -0.470  0.383
H  1.553  -2.143  -0.217  0.347
H  1.444  -1.373  -1.701  0.382
H  -0.874  -2.108  -1.907  0.374
H  -0.716  -2.829  -0.304  0.209

(3)
C11H10N2O4Pd | ωB97M-V/def2-TZVPD

The calculation puts the strongest force on any atom at 7.0 eV/Å. The total charge is +2. The spin multiplicity is 3. For the highest occupied orbital energy (alpha / beta), the calculation gives -14.88 / -14.88 eV.

Each line ends with the Mulliken charge.
Element x y z (Å)
Pd  -0.302  -0.460  0.790  0.025
O  -0.084  -1.624  -2.121  -0.134
C  0.122  -0.985  -1.182  0.333
C  0.382  1.369  1.461  0.327
O  0.334  2.431  1.939  -0.115
C  -1.362  0.963  -0.101  0.246
O  -1.432  1.847  -0.828  -0.108
C  1.714  -0.891  0.669  0.255
O  2.631  -0.764  -0.007  -0.089
C  2.596  1.962  -2.341  -0.508
H  3.145  1.002  -2.375  0.256
H  1.727  2.056  -3.019  0.270
C  2.794  2.834  -1.345  -0.550
H  2.121  3.695  -1.192  0.275
H  3.517  2.612  -0.540  0.274
N  -0.847  -1.788  3.442  -0.234
C  -2.092  -2.108  2.886  0.789
C  -3.200  -2.677  3.592  -0.717
C  -4.399  -2.832  2.888  -0.221
C  -4.398  -2.464  1.531  -0.667
C  -3.243  -1.912  0.956  -0.008
N  -2.091  -1.724  1.596  0.026
H  -0.168  -1.996  2.667  0.282
H  -0.556  -2.130  4.373  0.315
H  -3.102  -2.998  4.641  0.362
H  -5.311  -3.233  3.355  0.463
H  -5.313  -2.581  0.926  0.403
H  -3.212  -1.540  -0.048  0.453

(4)
C11H10O | ωB97M-V/def2-TZVPD

The calculation puts the strongest force on any atom at 3.7 eV/Å. For the highest occupied orbital energy (alpha / beta), the calculation gives -8.00 / -6.90 eV.

Each line ends with the Mulliken charge.
Element x y z (Å)
C  -3.713  -2.120  0.880  0.056
C  -3.227  -1.495  -0.013  -0.374
C  0.296  2.533  0.261  -0.514
C  1.667  2.286  0.468  -0.768
C  -0.562  1.521  -0.093  -0.436
C  2.106  1.040  0.198  -0.911
C  -0.035  0.186  -0.310  0.624
C  1.287  -0.121  -0.034  0.966
C  -0.893  -0.936  -0.781  -0.481
C  -2.345  -0.745  -0.849  -0.860
C  1.901  -1.359  0.006  -0.640
O  3.135  -1.476  0.658  -0.517
H  -4.117  -2.637  1.722  0.392
H  -0.160  3.398  0.565  0.435
H  2.373  3.051  0.640  0.408
H  -1.708  1.554  -0.328  0.207
H  3.158  0.939  0.060  0.495
H  -0.555  -0.940  -1.779  0.356
H  -0.607  -1.938  -0.392  0.332
H  -2.728  0.042  -1.568  0.469
H  1.450  -2.309  -0.232  0.400
H  3.275  -0.474  0.923  0.363

(5)
C11H10O | ωB97M-V/def2-TZVPD

The calculation puts the strongest force on any atom at 5.7 eV/Å. Its SMILES is Cc1ccc2ccc(O)cc2c1. For the highest occupied orbital energy, the calculation gives -7.95 eV.

Each line ends with the Mulliken charge.
Element x y z (Å)
C  3.084  0.025  -2.351  -1.178
C  1.927  -0.297  -1.412  0.959
C  1.936  -1.569  -0.703  -0.662
C  0.853  -1.962  0.081  -0.956
C  -0.128  -0.973  0.358  0.457
C  -1.213  -1.164  1.297  -0.469
C  -2.046  -0.128  1.739  -0.867
C  -1.862  1.143  1.097  1.046
O  -2.815  1.936  1.489  -0.532
C  -0.960  1.443  0.105  -1.128
C  -0.016  0.356  -0.141  0.748
C  0.987  0.628  -1.167  -0.789
H  3.284  -0.675  -3.193  0.312
H  2.782  1.037  -2.898  0.252
H  4.129  0.036  -1.902  0.275
H  2.703  -2.315  -0.953  0.321
H  0.879  -2.881  0.584  0.425
H  -1.342  -2.171  1.620  0.388
H  -2.864  -0.332  2.377  0.452
H  -2.551  2.886  1.186  0.327
H  -0.921  2.355  -0.427  0.371
H  1.053  1.555  -1.720  0.250

(6)
C11H11AlCl33F18P3 | ωB97M-V/def2-TZVPD

The calculation puts the strongest force on any atom at 12.6 eV/Å. For the highest occupied orbital energy, the calculation gives -10.21 eV.

Each line ends with the Mulliken charge.
Element x y z (Å)
Al  4.856  -0.489  0.761  0.941
P  -0.783  0.129  1.064  0.751
F  3.613  0.928  1.085  -0.534
F  -0.223  0.431  -0.305  -0.005
F  3.808  -1.542  -0.251  -0.465
F  -2.474  0.322  1.016  -0.102
F  -0.522  -1.088  1.628  0.248
F  -0.375  1.223  1.977  0.054
P  3.936  4.361  1.536  1.150
F  4.904  3.156  1.987  -0.181
F  3.456  3.645  0.157  -0.245
F  5.161  -1.085  2.328  -0.423
F  2.525  3.801  2.122  -0.180
F  4.158  5.210  2.900  -0.299
F  4.847  5.313  0.683  -0.237
P  5.800  0.013  -2.268  1.215
F  6.304  -1.031  -0.108  -0.528
F  6.512  1.319  -1.742  -0.328
F  7.193  -0.406  -2.541  -0.244
F  5.152  0.616  -3.634  -0.193
F  5.321  -1.485  -2.419  -0.261
F  4.613  0.458  -1.112  -0.207
C  -1.195  -3.927  4.570  0.407
Cl  -1.534  -4.977  3.117  -0.126
Cl  -0.394  -4.870  5.825  -0.095
Cl  -2.600  -3.181  5.270  -0.075
H  -0.468  -3.216  4.157  -0.136
C  -4.019  -3.670  -6.076  -0.119
Cl  -5.020  -4.523  -4.847  -0.135
Cl  -2.510  -4.541  -6.344  -0.088
Cl  -3.712  -2.046  -5.467  -0.001
H  -4.647  -3.655  -6.987  0.350
C  2.890  4.884  -4.019  -0.103
Cl  1.254  5.294  -3.521  -0.074
Cl  2.942  4.481  -5.706  -0.119
Cl  3.445  3.353  -3.294  0.002
H  3.568  5.665  -3.711  0.313
C  -4.012  0.520  5.202  -0.176
Cl  -5.091  -0.888  5.048  -0.097
Cl  -3.083  0.766  3.730  -0.022
Cl  -2.962  0.376  6.605  -0.070
H  -4.661  1.363  5.289  0.371
C  2.176  -5.074  3.567  0.067
Cl  3.519  -5.805  4.610  -0.140
Cl  2.471  -5.032  1.784  -0.063
Cl  2.116  -3.304  4.066  -0.060
H  1.294  -5.643  3.715  0.235
C  -5.299  1.117  -3.724  -0.086
Cl  -4.139  0.479  -2.549  0.030
Cl  -4.496  1.332  -5.304  -0.098
Cl  -6.043  2.594  -3.040  -0.131
H  -6.071  0.355  -3.833  0.316
C  -4.715  -2.052  0.520  0.636
Cl  -5.283  -3.097  1.792  -0.118
Cl  -5.591  -0.568  0.611  -0.108
Cl  -4.950  -2.820  -1.042  -0.092
H  -3.645  -1.862  0.673  -0.371
C  -1.214  5.849  -0.082  -0.108
Cl  -1.472  6.868  -1.473  -0.093
Cl  0.423  5.128  -0.041  0.007
Cl  -2.354  4.422  -0.023  -0.123
H  -1.401  6.425  0.807  0.335
C  -1.427  -4.029  -1.944  0.155
Cl  -1.505  -5.599  -2.797  -0.126
Cl  -0.111  -2.998  -2.632  -0.033
Cl  -1.340  -4.143  -0.168  0.060
H  -2.407  -3.678  -2.212  -0.040
C  1.283  1.724  5.830  -0.156
Cl  0.308  3.152  5.362  -0.143
Cl  2.836  1.652  5.047  -0.023
Cl  0.375  0.309  5.288  -0.059
H  1.271  1.782  6.905  0.386
C  -0.120  0.304  -4.569  0.386
Cl  1.660  0.413  -4.657  -0.057
Cl  -0.654  -0.846  -5.763  -0.101
Cl  -1.082  1.744  -4.776  -0.101
H  -0.384  -0.106  -3.649  -0.116

(7)
C11H11BF4N5O10P | ωB97M-V/def2-TZVPD

The calculation puts the strongest force on any atom at 7.5 eV/Å. For the highest occupied orbital energy, the calculation gives -8.88 eV.

Each line ends with the Mulliken charge.
Element x y z (Å)
C  -4.331  -0.284  1.709  -0.845
C  -4.947  -1.629  0.958  0.492
N  -5.745  -1.505  -0.154  -0.605
C  -4.556  -3.131  1.579  -0.496
C  -2.919  -3.219  1.532  0.227
N  -2.275  -2.468  0.377  -0.235
C  -0.786  -2.686  0.627  0.296
N  0.315  -2.206  -0.080  0.091
P  1.921  -2.650  0.553  -0.037
O  2.570  -1.465  1.653  -0.422
O  3.045  -3.104  -0.697  -0.410
C  0.024  -1.326  -1.276  0.875
F  -0.761  -0.130  -0.791  -0.311
F  -0.812  -2.070  -2.262  -0.285
C  1.345  -0.718  -2.033  0.456
F  0.872  0.460  -2.846  -0.249
F  1.757  -1.759  -3.048  -0.269
N  -0.697  -3.553  1.864  0.108
N  -1.916  -3.911  2.428  -0.399
H  -4.156  0.592  0.937  0.286
H  -5.074  0.090  2.551  0.308
H  -3.300  -0.474  2.240  0.209
H  -5.983  -2.494  -0.468  0.242
H  -5.020  -3.936  0.867  0.320
H  -4.886  -3.213  2.700  0.314
H  2.019  -1.593  2.504  0.363
H  3.829  -2.449  -0.662  0.392
H  2.219  -0.400  -1.322  0.047
H  0.109  -3.962  2.387  0.314
H  -2.132  -4.483  3.273  0.277
B  3.097  4.590  -1.162  1.227
O  3.849  4.683  0.094  -0.518
C  3.933  3.440  0.589  0.271
O  4.499  3.157  1.632  -0.622
C  3.265  2.516  -0.290  0.789
O  3.163  1.312  -0.124  -0.639
O  2.757  3.175  -1.341  -0.573
O  1.888  5.418  -1.111  -0.476
C  1.982  6.305  -2.112  0.587
O  1.138  7.152  -2.356  -0.605
C  3.211  6.101  -2.832  0.591
O  3.594  6.744  -3.796  -0.602
O  3.895  5.084  -2.288  -0.482

(8)
C11H11ClHfN2O2 | ωB97M-V/def2-TZVPD

The calculation puts the strongest force on any atom at 13.9 eV/Å. The total charge is +2. For the highest occupied orbital energy (alpha / beta), the calculation gives -14.66 / -14.66 eV.

Each line ends with the Mulliken charge.
Element x y z (Å)
Cl  1.465  -0.031  4.004  -0.308
C  1.956  2.191  -0.952  -0.474
C  1.188  1.530  -2.137  -0.557
C  1.360  0.092  -1.979  -0.445
H  0.589  2.156  -2.896  0.604
C  2.177  -0.167  -0.779  0.563
C  2.516  1.078  -0.196  -0.338
H  3.166  1.205  0.740  0.430
H  2.046  3.262  -0.763  0.539
H  0.915  -0.711  -2.647  0.470
C  2.717  -1.516  -0.365  -1.239
Hf  -0.275  0.786  -0.337  1.119
C  -1.559  1.493  -1.536  0.348
C  -0.862  2.632  0.991  0.239
O  -2.449  1.827  -2.225  -0.186
O  -1.507  3.448  1.436  -0.075
H  2.028  -2.310  -0.728  0.320
H  2.797  -1.569  0.752  0.358
H  3.722  -1.664  -0.830  0.346
N  -2.415  -2.432  1.514  -0.019
C  -3.441  -1.511  1.308  -0.567
C  -2.874  -0.388  0.789  -0.226
N  -1.502  -0.679  0.598  -0.297
C  -1.244  -1.862  1.116  -0.222
H  -2.491  -3.370  1.890  0.258
H  -4.471  -1.717  1.537  0.407
H  -3.275  0.523  0.481  0.466
H  -0.276  -2.298  1.215  0.489

(9)
C11H11F3 | ωB97M-V/def2-TZVPD

The calculation puts the strongest force on any atom at 6.4 eV/Å. For the highest occupied orbital energy (alpha / beta), the calculation gives -8.58 / -8.58 eV.

Each line ends with the Mulliken charge.
Element x y z (Å)
C  -0.248  -1.826  -2.675  -0.631
C  -0.438  -1.369  -3.991  -0.800
C  -0.267  -0.887  -1.599  0.331
C  -0.404  0.462  -1.960  0.320
C  -0.659  0.065  -4.186  0.403
C  -0.659  1.041  -3.174  -0.014
C  -0.325  -1.277  -0.146  -1.069
C  0.167  -0.013  0.618  0.470
C  -0.467  1.247  0.172  0.675
C  -0.135  -0.278  2.114  -1.576
C  0.217  2.567  0.116  -1.254
F  -0.971  0.456  -5.435  -0.299
F  -1.166  2.328  -3.239  -0.278
F  -1.721  1.287  0.431  -0.316
H  -0.238  -2.948  -2.544  0.276
H  -0.681  -1.965  -4.757  0.528
H  -1.356  -1.574  -0.006  0.337
H  0.238  -2.174  0.167  0.470
H  1.274  0.192  0.570  0.245
H  -1.271  -0.520  2.114  0.314
H  -0.056  0.618  2.734  0.366
H  0.456  -1.018  2.484  0.487
H  -0.502  3.377  -0.175  0.376
H  0.990  2.538  -0.605  0.335
H  0.621  2.755  1.195  0.306

(10)
C11H11FN2O2 | ωB97M-V/def2-TZVPD

The calculation puts the strongest force on any atom at 5.0 eV/Å. Its SMILES is O=C(CNO)Cc1c[nH]c2cccc(F)c12. For the highest occupied orbital energy, the calculation gives -8.06 eV.

Each line ends with the Mulliken charge.
Element x y z (Å)
O  -3.171  -1.212  -0.030  -0.571
C  -2.243  -0.475  0.123  0.350
C  -1.690  -0.157  1.589  -0.415
N  -2.459  -0.753  2.736  -0.303
O  -2.120  -0.426  4.025  -0.445
C  -1.755  0.185  -1.204  -0.920
C  -0.451  0.839  -1.154  0.656
C  -0.038  2.148  -1.358  -0.874
N  1.389  2.181  -1.294  0.039
C  1.837  0.936  -1.022  -0.849
C  3.177  0.487  -0.966  -0.989
C  3.383  -0.912  -0.764  -0.390
C  2.321  -1.805  -0.553  -0.668
C  1.007  -1.325  -0.657  0.596
F  -0.025  -2.134  -0.467  -0.296
C  0.765  0.086  -0.909  1.320
H  -0.598  -0.069  1.667  0.385
H  -2.140  0.810  1.510  0.336
H  -3.476  -0.740  2.562  0.252
H  -1.782  -1.182  4.543  0.323
H  -1.726  -0.491  -1.941  0.432
H  -2.409  0.993  -1.480  0.398
H  -0.541  3.102  -1.445  0.392
H  1.946  3.010  -1.431  0.178
H  4.013  1.128  -1.139  0.419
H  4.394  -1.273  -0.687  0.375
H  2.392  -2.950  -0.255  0.271

(11)
C11H11N | ωB97M-V/def2-TZVPD

The calculation puts the strongest force on any atom at 3.0 eV/Å. Its SMILES is C[C@]12[C@@H]3C=C[C@@]1(C)C(C#N)=C[C@@H]32. For the highest occupied orbital energy, the calculation gives -9.12 eV.

Each line ends with the Mulliken charge.
Element x y z (Å)
C  -1.994  -0.782  0.926  -1.725
C  -0.919  0.080  0.330  0.880
C  -1.145  1.364  -0.420  -0.454
C  -0.302  1.343  -1.614  -0.670
C  0.486  0.266  -1.612  -0.801
C  0.325  -0.516  -0.341  1.607
C  0.505  -2.011  -0.420  -1.979
C  1.538  0.296  0.462  0.055
C  2.862  -0.091  0.311  0.110
N  3.940  -0.471  0.190  -0.581
C  0.994  1.350  1.089  -0.741
C  -0.453  1.361  0.980  -0.509
H  -1.563  -1.511  1.610  0.333
H  -2.541  -1.317  0.152  0.305
H  -2.697  -0.168  1.486  0.487
H  -2.100  1.866  -0.438  0.502
H  -0.337  2.114  -2.366  0.485
H  1.232  0.007  -2.344  0.437
H  0.527  -2.468  0.567  0.367
H  1.442  -2.242  -0.923  0.498
H  -0.315  -2.441  -0.995  0.429
H  1.541  2.111  1.619  0.514
H  -1.024  1.858  1.751  0.449

(12)
C11H11N | ωB97M-V/def2-TZVPD

The calculation puts the strongest force on any atom at 10.1 eV/Å. Its SMILES is c1ccccc1.c1ccncc1. For the highest occupied orbital energy, the calculation gives -8.91 eV.

Each line ends with the Mulliken charge.
Element x y z (Å)
C  2.232  -2.625  0.312  -0.432
C  1.691  -2.527  -0.973  -0.398
C  1.267  -1.299  -1.481  -0.319
C  1.426  -0.136  -0.713  -0.610
C  1.911  -0.244  0.560  -0.109
C  2.333  -1.465  1.057  -0.424
H  2.561  -3.592  0.712  0.350
H  1.490  -3.431  -1.583  0.318
H  0.705  -1.247  -2.448  0.360
H  1.106  0.792  -1.129  0.641
H  1.993  0.604  1.253  0.354
H  2.748  -1.593  2.069  0.321
C  -2.689  1.642  1.201  -0.354
C  -2.142  0.385  0.754  -0.330
C  -1.147  0.279  -0.317  -0.465
N  -0.732  1.513  -0.728  -0.313
C  -1.308  2.641  -0.600  -0.292
C  -2.377  2.732  0.353  -0.251
H  -3.504  1.513  1.962  0.311
H  -2.685  -0.508  1.101  0.311
H  -0.622  -0.516  -0.583  0.709
H  -1.119  3.537  -1.244  0.329
H  -3.137  3.544  0.466  0.293